This record from the Open Molecules 2025 dataset describes a 3-piece molecular cluster, C3H14N2O3 overall at a distorted geometry. The level of theory is ωB97M-V with the def2-TZVPD basis set.

XYZ file:
```
22
Properties=species:S:1:pos:R:3:forces:R:3:lowdin_charge:R:1
C -1.853180 0.597558 -0.246737 1.826 0.004 -1.574 -0.177
C -0.854685 1.394110 0.585214 1.420 -2.224 1.490 -0.202
O -0.596968 0.771623 1.890447 -0.407 1.259 0.771 -0.130
N -1.271549 -0.539293 -1.052772 -0.651 0.277 1.419 -0.046
C -1.072737 -1.737539 -0.271948 0.265 -0.751 0.453 -0.305
N 0.099105 -1.812503 0.643973 -1.513 0.136 -1.477 0.022
H -2.262306 1.323906 -0.954328 -0.299 -0.281 -0.068 0.108
H -2.642091 0.210314 0.387559 -0.225 -0.018 0.055 0.111
H 0.219915 1.292199 0.306439 -1.003 0.748 -1.400 0.089
H -1.163541 2.430232 0.683545 -0.010 0.084 0.378 0.106
H -1.071256 -0.039733 2.080198 -0.267 0.062 -0.597 0.051
H -0.391284 -0.294656 -1.477268 0.124 0.532 -0.385 0.063
H -1.059675 -2.629595 -0.929744 -0.030 0.564 0.009 0.103
H -1.961066 -1.821948 0.366244 0.100 -0.294 -0.088 0.105
H -0.078511 -2.225369 1.520166 0.404 -0.169 0.819 0.046
H 0.961292 -1.383658 0.402733 0.268 0.119 0.100 0.032
H 2.140843 -0.125254 -2.069273 0.191 -0.065 -0.021 0.028
H 1.682015 1.176607 -1.405776 0.045 -0.974 -1.474 0.038
O 1.606458 0.650042 -2.256939 -0.178 0.962 1.501 -0.082
H 2.508777 1.275309 1.194822 -0.185 0.104 0.419 0.043
H 2.801128 -0.210613 0.967434 -0.041 -0.242 0.367 0.032
O 2.879507 0.653889 0.571314 0.165 0.167 -0.696 -0.035
```
Forces are in eV/Å.

SMILES: NCNCCO.O.O
LUMO level (Eh): 0.019
ΔE to the lowest compared entry with this formula, charge and spin (eV): 1.801
Multiplicity: 1
HOMO energy (eV): -8.8
Electronic energy (Eh): -457.87292